Formula: C33H73NO8
Source: OMol25
Level of theory: wB97M-V/def2-TZVPD

Computed properties:
DFT total energy	-1957.53964	Ha
HOMO-LUMO gap	7.667	eV
LUMO	0.491	eV
highest occupied orbital energy	-7.176	eV

The geometry in ORCA input format:
```
! wB97M-V def2-TZVPD RIJCOSX def2/J DEFGRID3
* xyz 0 1
C 0.394 2.317 4.880
C 0.004 0.768 4.826
N -0.145 0.281 3.413
C 1.162 0.460 2.637
C -0.654 -1.144 3.399
C -0.393 -1.789 2.018
C -1.107 1.270 2.724
C -2.529 1.317 3.220
O -3.274 0.169 2.817
C -4.595 0.281 3.199
H 1.165 2.437 5.676
H -0.543 2.926 4.935
H 0.870 2.449 3.906
H -0.928 0.519 5.376
H 0.752 0.113 5.248
H 0.960 -0.023 1.677
H 1.995 0.043 3.110
H 1.359 1.503 2.444
H -1.738 -1.120 3.559
H -0.136 -1.694 4.168
H -0.898 -2.755 1.863
H 0.657 -2.079 1.844
H -0.641 -1.193 1.121
H -1.085 0.923 1.694
H -0.678 2.247 2.854
H -2.907 2.249 2.790
H -2.619 1.391 4.328
H -5.064 -0.633 2.927
H -5.105 1.026 2.590
H -4.725 0.500 4.259
C -0.259 0.629 -1.210
O -0.267 0.842 0.191
H -0.217 -0.470 -1.505
H -1.145 0.910 -1.720
H 0.548 1.153 -1.801
C -1.401 -4.958 -0.981
C -0.793 -3.617 -1.374
C 0.540 -3.611 -0.634
O 0.270 -4.263 0.592
C -1.017 -4.968 0.499
H -0.860 -5.751 -1.447
H -2.475 -5.107 -1.203
H -1.346 -2.790 -0.964
H -0.636 -3.478 -2.454
H 0.884 -2.584 -0.379
H 1.338 -4.113 -1.150
H -1.747 -4.458 1.135
H -0.826 -5.950 0.913
C -1.887 3.267 -0.404
C -3.176 3.919 -0.016
C -3.035 4.329 1.430
O -1.648 4.127 1.738
C -0.851 3.875 0.564
H -1.657 3.521 -1.436
H -1.773 2.205 -0.221
H -4.014 3.257 -0.298
H -3.306 4.822 -0.552
H -3.613 3.726 2.130
H -3.280 5.401 1.587
H -0.101 3.056 0.642
H -0.388 4.789 0.235
C 0.989 4.264 -3.239
C 2.396 4.762 -3.593
C 2.892 3.674 -4.535
O 1.773 2.823 -4.873
C 0.595 3.593 -4.511
H 0.210 5.035 -3.038
H 0.919 3.545 -2.407
H 3.047 4.852 -2.724
H 2.280 5.752 -4.032
H 3.649 3.077 -4.148
H 3.215 4.115 -5.500
H -0.249 2.932 -4.425
H 0.387 4.321 -5.340
C 2.914 1.736 -0.824
C 4.211 2.270 -0.212
C 4.387 1.526 1.145
O 3.305 0.583 1.230
C 2.828 0.333 -0.155
H 2.803 1.729 -1.905
H 2.047 2.263 -0.354
H 4.221 3.357 -0.081
H 5.177 2.094 -0.780
H 4.332 2.132 2.097
H 5.317 0.993 1.175
H 1.839 -0.139 -0.147
H 3.537 -0.307 -0.708
C -3.869 -2.172 0.471
C -3.713 -0.777 -0.143
C -3.450 -1.162 -1.555
O -3.956 -2.486 -1.757
C -4.568 -2.906 -0.596
H -4.314 -2.301 1.469
H -2.914 -2.665 0.675
H -2.908 -0.159 0.352
H -4.622 -0.177 0.009
H -2.376 -1.220 -1.798
H -3.845 -0.499 -2.286
H -4.448 -4.026 -0.506
H -5.696 -2.614 -0.718
C 3.842 -3.179 0.040
C 3.634 -2.913 -1.425
O 3.639 -4.139 -2.133
C 3.145 -4.053 -3.450
C 2.864 -5.446 -3.945
H 4.743 -3.817 0.110
H 3.952 -2.256 0.638
H 2.972 -3.689 0.453
H 2.672 -2.453 -1.589
H 4.425 -2.315 -1.834
H 2.161 -3.490 -3.496
H 3.862 -3.503 -4.128
H 3.679 -6.136 -3.862
H 2.701 -5.444 -5.024
H 1.955 -5.786 -3.494
*
```